No. 1
Entry from the Open Molecules 2025 dataset: a cluster of 2 separate species, CHF3N2 in total in a non-equilibrium geometry (ωB97M-V/def2-TZVPD).

The largest force on an atom comes out at 1.470 eV Å⁻¹. The calculation puts the LUMO energy (alpha / beta) at -0.802 / -1.057 eV. Its HOMO-LUMO gap (alpha / beta) is 8.6 / 9.6 eV. Its energy above the lowest of the compared OMol25 structures with the same formula, charge and spin is 974.7 kJ/mol. As for the multiplicity: 1.

Last column: natural (NBO) charge in e.
Geometry (Å):
C1 -0.927974 -0.249802 0.030883  0.12
N1 -0.740241 0.926237 -0.049500  -0.07
N2 1.305783 -0.946031 -0.016253  0.38
F1 -1.714807 1.957660 -0.087893  -0.24
F2 1.756249 -0.217214 -1.056190  -0.21
F3 1.781691 -0.305656 1.072917  -0.21
H1 -1.460700 -1.165195 0.106033  0.22

Forces on the atoms, in the same order (eV/Å):
C 0.52 0.17 -0.03
N 1.47 -0.02 -0.05
N -0.66 -0.33 -0.01
F -1.02 0.07 0.03
F 0.06 0.17 0.19
F 0.06 0.19 -0.16
H -0.43 -0.25 0.03

No. 2
Entry from the Open Molecules 2025 dataset: the molecule C4H7NO in a non-equilibrium geometry (ωB97M-V/def2-TZVPD).

The largest force on an atom comes out at 1.299 eV Å⁻¹. The calculation puts the LUMO energy (alpha / beta) at 0.297 / 0.298 eV. Its HOMO-LUMO gap (alpha / beta) is 8.3 / 8.3 eV. Its energy above the lowest of the compared OMol25 structures with the same formula, charge and spin is 518.7 kJ/mol. As for the multiplicity: 1.

Last column: natural (NBO) charge in e.
Geometry (Å):
C1 -0.435915 -0.471474 -0.082128  -0.05
C2 -1.912158 -0.645691 0.118475  -0.67
N1 0.379238 -0.370663 1.032936  -0.49
O1 2.678298 1.127034 -1.074061  -0.65
C3 1.659203 0.918231 -0.229905  0.07
C4 1.596954 0.168735 0.870748  -0.09
H1 2.570607 1.985555 -1.499727  0.48
H2 -0.049812 -0.358882 1.951504  0.40
H3 -0.020509 -1.080753 -0.878025  0.20
H4 0.434203 0.814916 -0.690709  0.12
H5 -2.293858 0.024430 0.891454  0.21
H6 -2.438618 -0.438908 -0.813970  0.24
H7 -2.167632 -1.672529 0.403409  0.22

Forces on the atoms, in the same order (eV/Å):
C 0.30 -1.00 0.30
C -0.01 0.05 0.12
N -0.40 0.88 -0.74
O -0.11 0.18 0.20
C -0.87 -0.83 -0.49
C 0.45 -0.21 0.33
H -0.05 -0.07 -0.01
H 0.02 0.03 -0.09
H 0.05 0.16 0.01
H 0.55 0.71 0.45
H -0.03 0.01 -0.08
H 0.03 0.06 0.05
H 0.06 0.02 -0.03

No. 3
Entry from the Open Molecules 2025 dataset: a cluster of 2 separate species, C6H16BrNSi in total in a non-equilibrium geometry (ωB97M-V/def2-TZVPD).

The largest force on an atom comes out at 5.366 eV Å⁻¹. The calculation puts the LUMO energy at 0.575 eV. Its HOMO-LUMO gap is 8.0 eV. As for the multiplicity: 1. As for the SMILES: CC=[Si](C)C.CCNBr.

Last column: natural (NBO) charge in e.
Geometry (Å):
C1 1.377179 -2.242093 1.206339  -0.63
C2 1.159301 -0.867825 0.492567  -0.95
Si1 1.391220 -0.490171 -1.228095  1.50
C3 0.505279 0.834314 -2.321867  -1.11
C4 2.824806 -1.282051 -2.140490  -1.13
H1 0.432666 -2.682899 1.542409  0.20
H2 1.990526 -3.016313 0.755658  0.21
H3 1.852987 -1.915863 2.114508  0.20
H4 0.736660 -0.095317 1.216463  0.21
H5 1.051972 0.947588 -3.268306  0.23
H6 -0.509579 0.591596 -2.715247  0.26
H7 0.563504 1.792493 -1.774661  0.26
H8 3.393932 -0.408257 -2.380122  0.24
H9 3.544749 -1.963897 -1.732432  0.25
H10 2.589897 -1.674399 -3.120000  0.24
C5 -2.773569 1.148721 2.318057  -0.62
C6 -1.932737 1.881763 1.158161  -0.25
N1 -1.545050 1.005985 0.055186  -0.60
Br1 -3.158627 0.494694 -0.886162  0.07
H11 -3.848954 1.478827 2.288104  0.21
H12 -2.677642 0.035956 2.222326  0.21
H13 -2.389487 1.328031 3.218778  0.20
H14 -2.341136 2.870729 0.876165  0.21
H15 -0.966660 2.054122 1.705191  0.20
H16 -1.271229 0.174259 0.397458  0.36

Forces on the atoms, in the same order (eV/Å):
C -0.07 1.73 0.23
C -0.60 0.21 -0.89
Si -0.55 -0.54 1.39
C 0.60 -0.24 -0.16
C -0.58 0.03 -0.65
H -0.03 0.03 -0.38
H 0.02 0.22 -0.47
H 0.52 -0.44 0.71
H 0.25 -1.07 -1.20
H 0.41 0.05 0.33
H 0.50 0.11 1.11
H -0.50 -0.39 -0.40
H 0.62 0.87 -0.19
H -0.08 -0.39 0.89
H -0.46 -0.18 -0.34
C -2.04 -0.53 -4.71
C 0.79 -1.03 2.64
N -2.56 4.28 -1.99
Br 0.53 0.10 0.11
H 0.98 -0.67 0.08
H -0.39 0.88 -0.33
H 1.54 1.25 3.68
H 0.15 -0.84 -0.22
H -0.45 0.26 -0.81
H 1.39 -3.69 1.58

No. 4
Entry from the Open Molecules 2025 dataset: the molecule C3H7OP in a non-equilibrium geometry (ωB97M-V/def2-TZVPD).

The largest force on an atom comes out at 2.281 eV Å⁻¹. The calculation puts the LUMO energy at 0.903 eV. Its HOMO-LUMO gap is 10.8 eV. Its energy above the lowest of the compared OMol25 structures with the same formula, charge and spin is 20.2 kJ/mol. As for the multiplicity: 1. As for the SMILES: C=C[P@H](C)=O.

Last column: natural (NBO) charge in e.
Geometry (Å):
C1 -0.881806 -1.477525 -0.773352  -0.28
C2 -0.459181 -1.096584 0.435026  -0.60
P1 1.198664 -0.449044 0.367170  1.74
C3 1.054975 1.354770 0.333970  -1.01
O1 1.819662 -1.006423 -0.833244  -1.11
H1 -1.799700 -2.006739 -1.022025  0.20
H2 -0.244279 -1.398207 -1.586212  0.22
H3 -0.871727 -1.227624 1.381992  0.22
H4 1.976038 -0.604899 1.441023  -0.11
H5 0.500811 1.511497 -0.631561  0.25
H6 0.402012 1.719859 1.213633  0.24
H7 2.009445 1.892310 0.332585  0.25

Forces on the atoms, in the same order (eV/Å):
C -1.36 -0.73 1.68
C 0.80 -0.07 -1.14
P -0.32 1.44 -1.57
C -1.74 0.45 0.44
O 1.23 -0.33 -1.26
H -0.18 0.29 0.59
H 1.27 0.41 -1.38
H -1.43 -0.25 1.17
H 0.46 -0.72 2.00
H 0.49 0.28 0.89
H 0.96 -0.45 -1.38
H -0.19 -0.31 -0.04

No. 5
Entry from the Open Molecules 2025 dataset: the molecule C5H6O (ωB97M-V/def2-TZVPD).

The largest force on an atom comes out at 0.287 eV Å⁻¹. The calculation puts the LUMO energy at -1.239 eV. Its HOMO-LUMO gap is 7.4 eV. Its energy above the lowest of the compared OMol25 structures with the same formula, charge and spin is 463.7 kJ/mol. As for the multiplicity: 1.

Last column: natural (NBO) charge in e.
Geometry (Å):
O1 -0.310029 -0.530154 -1.540960  -0.71
C1 0.713720 -0.340509 -0.584685  -0.04
C2 1.036919 1.170135 -0.424846  -0.61
C3 0.487617 -0.761073 0.810415  0.10
C4 -0.813050 -0.863703 1.231567  -0.23
C5 -1.958111 -0.965444 1.648512  -0.11
H1 -1.158064 -0.390303 -1.095989  0.47
H2 1.594858 -0.849394 -0.989109  0.22
H3 0.103972 1.707198 -0.225684  0.21
H4 1.449504 1.531401 -1.368529  0.23
H5 1.745865 1.374427 0.380570  0.23
H6 -2.893202 -1.082582 2.158737  0.24

Forces on the atoms, in the same order (eV/Å):
O -0.24 0.00 0.07
C 0.20 -0.09 0.18
C 0.04 0.19 0.03
C -0.26 0.01 -0.04
C 0.01 -0.01 -0.05
C 0.03 -0.01 0.05
H 0.05 -0.03 -0.12
H -0.06 0.09 0.10
H 0.14 -0.06 0.02
H -0.09 -0.06 0.07
H -0.07 -0.07 -0.13
H 0.24 0.03 -0.15

No. 6
Entry from the Open Molecules 2025 dataset: a structure of composition C27H38BN8S3Sn in a non-equilibrium geometry (ωB97M-V/def2-TZVPD).

As for the total charge: +3. The largest force on an atom comes out at 1.855 eV Å⁻¹. The calculation puts the LUMO energy (alpha / beta) at -12.199 / -12.200 eV. Its HOMO-LUMO gap (alpha / beta) is 5.0 / 5.0 eV. Its energy above the lowest of the compared OMol25 structures with the same formula, charge and spin is 158.0 kJ/mol. As for the multiplicity: 1.

Last column: Löwdin charge in e.
Geometry (Å):
Sn1 0.425983 -1.473433 -0.211585  0.99
C1 -4.752739 0.171423 -3.780030  0.00
C2 -3.711516 -0.676531 -3.041243  -0.53
C3 -2.524748 -0.913739 -3.963520  -0.08
C4 -4.297657 -2.026437 -2.606053  0.00
N1 -3.358446 0.043156 -1.785376  0.03
C5 -4.335620 0.415614 -0.920852  0.02
C6 -3.744880 0.990733 0.164404  0.00
N2 -2.400570 0.976013 -0.021318  0.02
B1 -1.491757 1.652111 1.043586  -0.54
N3 -1.262060 0.746746 2.289971  0.02
C7 -0.898231 1.316641 3.459998  0.01
C8 -0.778172 0.332052 4.404382  0.04
N4 -1.082547 -0.848954 3.820934  0.04
C9 -1.363832 -0.591078 2.517121  -0.64
S1 -1.751306 -1.726998 1.300497  0.79
C10 -1.061406 -2.106626 4.612455  -0.53
C11 0.399022 -2.333867 5.021932  0.00
C12 -1.556035 -3.319144 3.841214  -0.08
C13 -1.966144 -1.894897 5.831448  0.00
N5 -0.146723 2.133164 0.427374  0.02
C14 -0.116295 3.254858 -0.339867  0.00
C15 1.177630 3.491682 -0.696496  0.02
N6 1.951354 2.523406 -0.139588  0.03
C16 1.124925 1.689488 0.526773  -0.63
S2 1.558919 0.234073 1.336463  0.74
C17 3.421091 2.515380 -0.346745  -0.53
C18 3.958103 3.900682 0.021399  0.00
C19 4.149220 1.482358 0.506437  -0.07
C20 3.648710 2.193981 -1.828762  0.00
C21 -2.179298 0.386048 -1.221538  -0.63
S3 -0.608368 0.160462 -1.888291  0.74
H1 -5.000954 -0.303983 -4.723721  0.11
H2 -4.359621 1.162105 -3.998287  0.11
H3 -5.679225 0.275881 -3.225876  0.09
H4 -2.894345 -1.344134 -4.890570  0.11
H5 -1.813344 -1.621063 -3.541489  0.06
H6 -2.015169 0.012025 -4.214353  0.07
H7 -4.528842 -2.619409 -3.485883  0.11
H8 -5.216314 -1.903703 -2.041422  0.09
H9 -3.585793 -2.582766 -1.995325  0.09
H10 -5.380769 0.274664 -1.107207  0.15
H11 -4.202661 1.412721 1.033585  0.15
H12 -2.056359 2.617813 1.425866  0.14
H13 -0.758499 2.373445 3.573250  0.16
H14 -0.501422 0.430339 5.433844  0.15
H15 1.042372 -2.365885 4.141872  0.09
H16 0.479264 -3.286745 5.535973  0.11
H17 0.764058 -1.560894 5.691225  0.09
H18 -0.869259 -3.611784 3.049808  0.06
H19 -2.547640 -3.163063 3.424231  0.07
H20 -1.626082 -4.155557 4.531566  0.11
H21 -1.622879 -1.094381 6.478140  0.09
H22 -1.987380 -2.803023 6.426234  0.11
H23 -2.985009 -1.679883 5.516210  0.11
H24 -0.994768 3.826628 -0.560528  0.15
H25 1.575221 4.276339 -1.307066  0.15
H26 3.747732 4.128060 1.062842  0.11
H27 3.558671 4.692614 -0.602192  0.09
H28 5.035779 3.901997 -0.105531  0.11
H29 3.862230 1.540760 1.552196  0.07
H30 5.212262 1.700557 0.451121  0.11
H31 3.999512 0.466056 0.145643  0.04
H32 3.314661 2.998511 -2.475675  0.10
H33 3.116508 1.282431 -2.103554  0.08
H34 4.709440 2.045022 -2.002047  0.11
N7 2.969989 -0.361113 -6.186017  0.23
C22 3.157240 -0.794772 -5.146777  -0.16
C23 3.385454 -1.263515 -3.823690  -0.17
C24 4.674323 -1.412060 -3.306067  0.06
C25 4.815943 -1.820529 -1.988714  0.01
C26 3.676848 -2.032977 -1.225728  -0.12
N8 2.453656 -1.865007 -1.724539  -0.06
C27 2.295099 -1.521038 -2.994008  -0.10
H35 5.536563 -1.208318 -3.925631  0.15
H36 5.791929 -1.958203 -1.550059  0.13
H37 3.745917 -2.343618 -0.189873  0.13
H38 1.279054 -1.438914 -3.366898  0.11

Forces on the atoms, in the same order (eV/Å):
Sn -0.02 1.84 -0.20
C 0.14 0.01 0.07
C -0.39 -0.61 -0.76
C 0.06 -0.01 0.10
C 0.08 0.15 -0.07
N 0.43 0.31 0.62
C -0.18 0.22 0.60
C -0.38 -0.20 -0.18
N -0.22 0.08 -0.38
B 0.27 -0.25 -0.35
N -0.13 -0.09 0.59
C 0.04 0.00 -0.02
C 0.04 0.14 -0.11
N 0.08 0.79 -0.41
C -0.07 -0.38 -0.71
S 0.53 -0.20 -0.56
C 0.19 -0.89 0.70
C -0.14 0.02 -0.08
C 0.02 -0.01 -0.11
C 0.00 0.02 -0.15
N 0.39 0.12 0.14
C 0.30 0.33 -0.22
C -0.60 0.23 -0.13
N -0.75 -0.23 0.19
C -0.08 -0.32 0.01
S -0.08 -1.15 -0.03
C 0.93 -0.10 -0.29
C -0.07 -0.12 0.00
C -0.04 0.00 -0.04
C -0.04 0.07 0.20
C 0.40 -0.10 0.11
S 0.92 -0.69 0.31
H 0.02 -0.10 -0.07
H 0.03 0.09 -0.03
H -0.12 0.02 0.08
H -0.14 -0.01 -0.01
H -0.01 0.00 -0.05
H 0.06 0.08 -0.11
H -0.01 -0.04 -0.09
H -0.13 0.00 0.09
H 0.06 -0.04 0.00
H -0.12 -0.06 -0.12
H -0.10 0.17 0.22
H -0.16 0.18 0.09
H -0.01 0.21 -0.02
H -0.02 -0.05 0.20
H 0.04 -0.04 -0.04
H 0.01 -0.08 0.07
H 0.05 0.11 0.10
H -0.04 -0.04 0.01
H -0.10 -0.06 0.00
H 0.04 0.03 0.14
H 0.05 0.10 0.09
H 0.06 -0.09 0.01
H -0.11 0.02 -0.01
H -0.19 0.10 -0.04
H 0.09 0.15 -0.01
H -0.04 0.06 0.13
H -0.06 0.11 -0.08
H 0.11 0.00 -0.06
H 0.08 0.02 0.13
H 0.07 0.05 -0.06
H 0.00 0.04 0.04
H -0.07 0.11 -0.12
H -0.01 -0.11 -0.02
H 0.14 0.00 -0.04
N -0.18 0.27 -0.72
C 0.08 -0.14 0.26
C 0.02 -0.20 0.59
C -0.20 -0.04 0.06
C -0.27 -0.02 0.01
C 0.54 -0.03 0.29
N -1.22 -0.02 0.91
C -0.06 0.21 -0.59
H 0.03 -0.01 -0.04
H 0.05 -0.06 0.04
H 0.05 0.05 -0.02
H 0.10 0.07 -0.06

Question: Which value of multiplicity does entry 3 give?
Answer: 1